(1)
{"formula": "C22H59ClN5O11V", "method": "ωB97M-V/def2-TZVPD", "spin_multiplicity": 3, "mol_weight_da": 656.135, "total_charge": 2, "total_energy_ev": -91923.3625, "max_force_ev_per_a": 6.17, "e_lumo_ev": [-6.90, -8.15], "homo_lumo_gap_ev": [5.3, 4.0], "symbols": ["O", "V", "Cl", "O", "O", "O", "O", "C", "O", "C", "C", "N", "C", "C", "O", "C", "H", "H", "H", "H", "H", "H", "H", "H", "H", "H", "H", "H", "H", "H", "H", "C", "C", "C", "O", "C", "N", "H", "H", "H", "H", "H", "H", "H", "H", "H", "H", "H", "C", "C", "C", "O", "C", "N", "H", "H", "H", "H", "H", "H", "H", "H", "H", "H", "H", "C", "C", "C", "O", "C", "N", "H", "H", "H", "H", "H", "H", "H", "H", "H", "H", "H", "C", "C", "C", "O", "C", "N", "H", "H", "H", "H", "H", "H", "H", "H", "H", "H", "H"], "positions_angstrom": [[2.383, 0.805, -2.472], [3.900, 1.010, -1.913], [-0.787, -1.258, -1.246], [-0.076, -0.150, -1.677], [-2.109, -0.793, -0.858], [-0.999, -2.279, -2.286], [-0.127, -1.939, -0.161], [-4.399, -3.255, 1.033], [-5.467, -2.603, 1.742], [-5.468, -2.879, 3.098], [-6.754, -2.509, 3.987], [-6.990, -1.042, 4.075], [-7.394, -0.414, 2.742], [-7.544, 1.080, 2.965], [-7.859, 1.730, 1.706], [-9.219, 1.583, 1.375], [-3.778, -3.901, 1.653], [-3.735, -2.447, 0.728], [-4.777, -4.061, 0.404], [-4.644, -2.455, 3.670], [-5.652, -3.953, 3.120], [-6.773, -3.011, 4.954], [-7.617, -2.966, 3.503], [-6.290, -0.495, 4.556], [-8.370, -0.798, 2.445], [-6.676, -0.592, 1.941], [-6.656, 1.669, 3.193], [-8.282, 1.327, 3.727], [-9.406, 0.512, 1.299], [-9.472, 2.016, 0.408], [-9.835, 2.013, 2.164], [3.714, -3.322, -1.486], [3.546, -1.979, -0.763], [3.637, -2.086, 0.690], [3.500, -0.808, 1.403], [2.739, -0.840, 2.623], [4.584, -1.215, -1.388], [3.062, -3.420, -2.353], [3.340, -4.062, -0.778], [4.704, -3.739, -1.675], [2.623, -1.513, -1.106], [4.631, -2.490, 0.886], [2.870, -2.785, 1.022], [2.775, 0.111, 3.154], [3.236, -1.632, 3.183], [1.726, -1.114, 2.327], [4.799, -1.848, -2.145], [5.465, -1.339, -0.909], [-3.787, 0.339, 2.319], [-2.462, 1.108, 2.054], [-2.455, 2.225, 0.901], [-3.305, 3.339, 1.231], [-3.425, 4.270, 0.069], [-2.113, 1.757, 3.237], [-4.571, 1.066, 2.532], [-3.651, -0.288, 3.200], [-4.087, -0.340, 1.521], [-1.614, 0.437, 1.921], [-2.861, 1.907, -0.060], [-1.414, 2.480, 0.701], [-3.661, 3.764, -0.867], [-2.487, 4.790, -0.124], [-4.318, 4.859, 0.280], [-1.234, 2.239, 3.113], [-2.816, 2.480, 3.183], [5.312, 1.123, -6.279], [4.380, 0.692, -5.081], [3.960, -0.750, -5.265], [2.812, -0.886, -4.449], [2.151, -2.097, -4.600], [5.012, 0.948, -3.815], [4.826, 0.887, -7.226], [6.124, 0.396, -6.265], [5.680, 2.149, -6.281], [3.576, 1.426, -5.129], [4.630, -1.552, -4.954], [3.740, -0.871, -6.325], [1.551, -2.160, -5.507], [1.564, -1.971, -3.690], [2.831, -2.943, -4.497], [5.802, 0.332, -3.947], [5.439, 1.823, -4.085], [6.867, 1.928, 1.052], [5.575, 1.341, 0.462], [4.303, 2.051, 0.931], [3.175, 1.608, 0.088], [1.877, 1.994, 0.674], [5.855, 1.441, -0.981], [7.825, 1.527, 0.721], [6.831, 1.596, 2.090], [6.932, 3.007, 0.911], [5.489, 0.317, 0.827], [4.370, 3.092, 0.612], [4.164, 2.006, 2.011], [1.730, 3.068, 0.561], [1.726, 1.657, 1.700], [1.018, 1.513, 0.206], [6.589, 0.772, -1.163], [6.463, 2.242, -1.076]], "forces_ev_per_angstrom": [[4.321, 1.049, 1.487], [-4.099, -2.627, -1.158], [-4.435, -4.272, -0.357], [2.713, 2.588, -1.221], [0.360, -0.081, 0.696], [0.928, 1.375, 0.358], [0.736, 0.452, 0.898], [0.766, -0.450, 0.910], [-0.853, 0.804, 0.604], [-0.908, -0.500, 0.550], [-1.459, 1.034, -0.642], [0.771, -1.885, -3.718], [-0.512, 0.831, 2.234], [0.018, 1.978, -1.640], [0.262, -0.362, 0.718], [-0.293, -0.662, 0.083], [0.074, 0.343, 0.962], [-0.152, -0.481, -1.145], [-0.309, 1.013, -1.030], [0.546, -0.455, -0.294], [0.838, -0.419, 0.927], [0.918, 0.408, 0.163], [-0.126, 0.408, -0.397], [0.065, 0.281, 0.701], [0.188, -0.468, 0.124], [0.515, -0.550, 0.177], [0.489, -0.831, 0.567], [-0.286, -0.176, 0.028], [-0.613, -0.091, -0.113], [0.410, 0.211, 0.161], [-0.253, 0.069, -0.068], [-2.019, -1.936, 1.751], [-1.205, -0.667, -1.904], [-0.279, 0.860, 2.216], [0.585, -0.091, -1.405], [0.492, -1.490, -1.054], [1.445, 2.867, -1.277], [0.268, 0.230, -0.046], [-0.357, -0.445, -0.194], [0.429, 0.758, -0.105], [-0.404, -0.273, 0.403], [0.188, -0.253, 0.579], [0.029, -0.007, 0.157], [0.179, -0.037, -0.278], [-0.570, 0.102, 0.786], [-0.242, 0.035, 0.532], [0.051, 0.952, -1.254], [0.299, 0.393, 0.910], [0.696, 0.157, -0.513], [0.083, -0.598, -2.325], [-1.571, -1.266, -0.468], [0.745, 0.623, -1.168], [-0.382, -1.420, 1.164], [-0.513, 1.463, 2.108], [-0.139, 0.028, -0.118], [0.190, 0.115, 0.217], [0.022, 0.370, -0.281], [-0.395, -0.565, -1.084], [0.271, -0.845, -0.037], [0.292, 0.481, 0.292], [0.022, -0.635, 0.099], [-0.147, 0.400, 0.456], [0.568, 0.474, 0.193], [0.209, 0.149, 0.104], [0.055, 0.995, 1.313], [-0.202, -1.600, 0.706], [-0.579, 0.931, -3.147], [-1.691, 0.816, 0.383], [1.517, 0.963, -1.026], [-0.810, 0.035, 1.380], [0.930, 0.191, 0.560], [-0.265, 0.424, 0.092], [0.653, 0.286, -0.052], [-0.107, -0.051, 0.187], [-0.811, -0.807, -0.091], [0.922, 0.247, -0.126], [-0.180, -0.300, -0.116], [0.002, -0.029, 0.013], [-1.015, -1.276, -0.322], [0.076, -0.231, -0.195], [0.727, -0.481, 1.171], [0.367, 0.893, 0.938], [-0.681, -0.412, 1.867], [1.596, 0.175, 1.185], [0.234, 0.921, -2.107], [0.273, -0.362, 0.692], [-0.683, -0.125, -0.456], [-0.637, 0.015, -0.785], [-0.335, -0.462, -0.633], [0.339, 0.907, 0.449], [-0.195, 0.100, 0.406], [-0.070, -0.221, -0.623], [0.318, 0.449, 0.623], [-0.323, -0.454, -0.229], [0.300, 0.022, 0.209], [0.967, 0.176, 0.175], [0.554, -0.300, -0.937], [-0.206, -0.919, -0.263], [-0.497, 1.026, -0.260]], "lowdin_charge": [-0.189, 1.094, 0.604, -0.363, -0.376, -0.371, -0.392, -0.035, -0.193, -0.183, -0.079, 0.205, -0.085, -0.200, -0.178, -0.097, 0.089, 0.087, 0.107, 0.127, 0.143, 0.137, 0.133, 0.159, 0.132, 0.140, 0.123, 0.130, 0.075, 0.103, 0.096, -0.017, -0.411, -0.140, -0.235, -0.051, 0.053, 0.082, 0.097, 0.104, 0.136, 0.142, 0.144, 0.085, 0.097, 0.097, 0.080, 0.107, -0.032, -0.428, -0.172, -0.215, -0.050, 0.022, 0.062, 0.066, 0.063, 0.126, 0.108, 0.102, 0.078, 0.082, 0.089, 0.074, 0.067, -0.017, -0.403, -0.175, -0.233, -0.083, 0.005, 0.093, 0.088, 0.090, 0.153, 0.136, 0.139, 0.111, 0.092, 0.085, 0.111, 0.106, -0.034, -0.395, -0.109, -0.298, -0.005, -0.020, 0.097, 0.099, 0.100, 0.128, 0.138, 0.149, 0.108, 0.091, 0.088, 0.105, 0.106]}



(2)
{"formula": "C22H59N2O10", "method": "ωB97M-V/def2-TZVPD", "mol_weight_da": 511.718, "total_charge": -1, "total_energy_ev": -47222.2350, "max_force_ev_per_a": 11.65, "e_lumo_ev": 2.18, "homo_lumo_gap_ev": 8.1, "symbols": ["C", "C", "O", "O", "H", "H", "H", "C", "O", "H", "H", "H", "H", "C", "O", "N", "N", "H", "H", "H", "H", "C", "C", "C", "O", "H", "H", "H", "H", "H", "H", "H", "H", "C", "C", "C", "O", "H", "H", "H", "H", "H", "H", "H", "H", "C", "C", "C", "O", "H", "H", "H", "H", "H", "H", "H", "H", "C", "C", "C", "O", "H", "H", "H", "H", "H", "H", "H", "H", "C", "C", "C", "O", "H", "H", "H", "H", "H", "H", "H", "H", "C", "C", "C", "O", "H", "H", "H", "H", "H", "H", "H", "H"], "positions_angstrom": [[-0.420, -0.023, -2.437], [-0.149, 1.051, -1.496], [1.004, 1.092, -0.995], [-1.022, 1.783, -1.095], [-0.432, 0.314, -3.441], [-1.344, -0.513, -2.201], [0.338, -0.842, -2.431], [0.109, 3.527, 1.356], [1.402, 4.070, 1.148], [-0.579, 3.991, 0.712], [-0.168, 3.747, 2.371], [0.019, 2.437, 1.235], [1.470, 4.045, 0.186], [1.085, 4.291, -2.175], [1.532, 5.491, -2.732], [1.837, 3.555, -1.423], [-0.160, 4.110, -1.993], [2.838, 3.770, -1.353], [1.562, 2.582, -1.163], [-0.812, 4.727, -2.410], [-0.566, 3.154, -1.647], [0.680, -3.438, -1.462], [0.612, -4.652, -0.496], [1.926, -5.475, -0.503], [0.344, -4.376, 0.684], [1.473, -2.634, -1.311], [-0.254, -2.874, -1.304], [0.810, -3.747, -2.475], [-0.203, -5.291, -0.794], [2.091, -5.694, -1.537], [1.759, -6.397, 0.041], [2.806, -4.977, -0.056], [-0.629, -4.215, 0.641], [-2.902, -3.270, -1.801], [-3.226, -3.896, -0.455], [-3.779, -5.340, -0.593], [-2.309, -3.897, 0.402], [-2.493, -2.290, -1.824], [-3.759, -3.360, -2.533], [-2.092, -3.878, -2.236], [-4.029, -3.277, -0.074], [-3.309, -5.865, -1.378], [-4.842, -5.297, -0.954], [-3.771, -5.888, 0.322], [-2.615, -3.735, 1.277], [-1.666, 0.073, 3.002], [-1.311, -0.184, 1.556], [-0.017, -0.931, 1.294], [-2.135, -0.949, 1.011], [-1.955, -0.775, 3.631], [-2.421, 0.933, 3.038], [-0.783, 0.558, 3.425], [-1.380, 0.741, 0.969], [0.848, -0.391, 1.685], [0.214, -1.062, 0.214], [-0.018, -1.977, 1.662], [-2.133, -0.765, 0.048], [4.173, 0.759, -2.200], [3.454, -0.538, -1.827], [4.277, -1.807, -2.013], [2.888, -0.577, -0.725], [4.785, 1.007, -1.341], [3.422, 1.499, -2.244], [4.739, 0.714, -3.114], [2.664, -0.626, -2.600], [5.199, -1.806, -1.386], [4.666, -2.001, -3.055], [3.659, -2.661, -1.706], [2.151, 0.079, -0.771], [2.274, 2.105, 3.613], [3.580, 2.151, 2.866], [3.365, 1.363, 1.584], [4.003, 3.288, 2.577], [1.379, 1.794, 3.102], [1.936, 3.123, 3.848], [2.351, 1.552, 4.527], [4.255, 1.670, 3.609], [2.879, 0.457, 1.856], [4.308, 1.130, 1.113], [2.624, 1.816, 0.970], [3.249, 3.698, 2.149], [-4.698, 3.885, 1.551], [-3.638, 2.990, 0.938], [-4.273, 1.700, 0.385], [-3.057, 3.517, -0.051], [-4.296, 4.850, 1.663], [-5.101, 3.505, 2.511], [-5.580, 3.992, 0.991], [-2.910, 2.751, 1.709], [-5.078, 1.873, -0.312], [-4.614, 1.047, 1.206], [-3.582, 1.099, -0.219], [-2.513, 2.773, -0.355]], "forces_ev_per_angstrom": [[0.694, -2.530, -0.658], [2.502, -1.909, 1.300], [0.679, 0.200, -0.210], [-3.449, 1.650, 0.403], [-0.325, 0.572, -1.079], [-0.812, 0.008, -0.081], [-0.278, 0.844, 0.256], [0.539, -0.573, 1.160], [-0.220, -0.254, 0.636], [-1.070, 0.588, -0.884], [-0.230, 0.153, 0.596], [0.421, 0.177, -0.185], [0.641, 0.225, -0.351], [3.116, 9.229, -2.448], [-1.497, -5.516, 1.781], [4.189, -2.502, 1.259], [-5.195, -3.002, 0.079], [-0.782, -0.096, -0.549], [0.116, 0.581, -0.118], [-0.210, 0.570, -0.545], [0.865, 2.314, -0.402], [0.307, 1.377, 0.998], [3.996, -1.805, -7.119], [-0.520, 0.368, -0.254], [-3.211, 2.951, 8.831], [-0.564, -1.350, 0.482], [0.147, -0.265, -0.456], [-0.305, -0.307, -0.912], [-0.291, -0.876, -1.709], [0.691, -0.426, -0.671], [-0.016, -0.254, 0.107], [-0.615, 0.149, -0.284], [0.742, 0.358, 0.994], [0.157, -2.168, -1.548], [-6.986, -0.286, -4.426], [-2.330, 1.454, -1.346], [7.373, 0.133, 4.442], [-0.080, 1.055, 0.487], [0.751, 0.227, 1.016], [-0.152, 0.035, -0.129], [-0.857, 0.203, 0.101], [1.084, -0.825, -0.698], [0.656, -0.004, 0.449], [0.215, -0.259, 0.700], [-0.209, 0.398, 0.923], [0.031, 2.414, 0.302], [5.398, 3.530, 2.257], [2.404, 0.404, 0.295], [-8.728, -5.712, -5.196], [-0.013, 0.016, -0.435], [0.487, -1.514, 0.073], [0.088, -0.229, 0.387], [0.981, 0.749, 0.857], [0.259, -0.227, 0.126], [-0.504, 0.369, 0.505], [-0.246, 0.693, 0.273], [-0.260, -0.596, 0.839], [0.368, -0.820, 1.260], [2.954, -1.096, -8.720], [1.557, -0.595, -0.533], [-3.336, 0.324, 8.043], [0.619, 0.224, 0.047], [-0.758, 1.084, -0.355], [0.213, -0.058, -0.336], [0.006, -0.074, -0.803], [-0.609, 0.069, -0.075], [-0.654, 0.411, 0.843], [0.230, 0.137, -0.096], [-0.148, -0.175, 0.551], [-1.638, 1.520, 0.920], [-2.362, -8.108, 1.542], [0.775, -1.317, 1.252], [2.817, 8.303, -1.251], [-0.051, -0.826, -0.735], [0.489, 0.131, 0.474], [-0.100, -0.337, 0.612], [0.347, -0.138, -0.907], [-0.073, -1.288, 0.049], [0.078, 0.091, -0.543], [-0.212, 0.925, -0.725], [-0.143, 1.083, -0.624], [-0.004, -1.104, 1.270], [-4.418, -3.610, 4.378], [-0.181, -1.415, 1.331], [3.898, 3.484, -5.780], [0.581, 1.349, 0.495], [0.709, 0.139, -0.209], [-1.045, 0.013, -1.455], [0.130, -0.413, 0.802], [-0.538, 0.551, 0.022], [-0.117, 0.058, -0.341], [0.385, 0.191, 0.353], [0.657, 0.777, -0.978]], "lowdin_charge": [0.033, -0.704, -0.046, -0.018, 0.086, 0.058, 0.083, -0.149, -0.119, 0.053, 0.077, 0.068, 0.012, -0.636, -0.180, 0.132, 0.178, 0.147, 0.064, 0.108, 0.088, -0.030, -0.636, -0.031, 0.001, 0.081, 0.043, 0.069, 0.126, 0.058, 0.066, 0.089, 0.080, -0.025, -0.598, -0.025, 0.009, 0.035, 0.109, 0.079, 0.138, 0.054, 0.090, 0.067, 0.131, -0.013, -0.641, -0.006, -0.023, 0.082, 0.089, 0.066, 0.112, 0.067, 0.071, 0.093, 0.110, -0.016, -0.689, -0.046, -0.017, 0.075, 0.038, 0.074, 0.125, 0.083, 0.086, 0.054, 0.041, -0.050, -0.637, -0.035, 0.032, 0.042, 0.088, 0.068, 0.147, 0.057, 0.080, 0.056, 0.084, -0.032, -0.622, -0.035, 0.006, 0.063, 0.092, 0.055, 0.120, 0.076, 0.086, 0.062, 0.064]}